[1]
A cluster of 13 separate species, C42H97Br3ClNO15PS12 in total. Source: OMol25; level of theory: the ωB97M-V functional and the def2-TZVPD basis.

Results
Frontier orbital gap, eV: 7.10
HOMO, eV: -10.0
Total energy, eV: -439277.728

ORCA input file:
```
! wB97M-V def2-TZVPD RIJCOSX def2/J DEFGRID3
* xyz 1 1
Br -4.27021 0.50665 2.59978
Br -2.88885 -4.38323 -0.00439
Br -2.03147 1.12090 -1.44708
Cl -1.12035 1.76971 2.86053
S -5.03760 -0.49009 -3.89713
S 4.69136 5.11806 1.95496
S -3.79465 -8.59163 -0.03298
S -2.75006 -5.43522 3.80332
S -9.75915 6.66129 -4.94764
S -8.88815 4.88007 -8.87641
S 7.43829 -4.46502 4.43507
S 3.33125 7.47653 5.32677
S 10.72615 -7.86772 7.87992
S 6.75225 0.57810 -2.14173
S -5.60009 4.90884 -2.77753
S 2.27771 -4.54269 3.27330
P -2.88149 -2.16260 -0.39498
O -8.54898 6.68454 -5.82031
O 4.54318 7.35417 4.47721
O -3.62861 -8.65878 1.44292
O -6.06507 3.55470 -2.34943
O 2.48920 -3.80162 1.98049
O 4.76719 3.64876 1.70307
O 6.88146 -5.49853 3.51466
O 6.61461 2.05824 -2.15457
O -0.87269 3.95111 -3.57206
O -2.26049 -2.02341 -1.88725
O -9.35213 3.53318 -8.44396
O 0.40609 2.15100 -3.83020
O 9.93350 -6.67745 7.45987
O -5.00316 -0.56982 -2.40143
O -1.84637 -5.13126 4.94786
N -1.63910 -1.50206 0.72824
C -3.05931 0.50149 1.09109
C -5.08386 -7.38345 -0.37107
C 7.79863 -5.27375 5.99667
C -5.93427 -1.93075 -4.49003
C 1.36248 -6.03812 2.88614
C 2.93690 0.01621 1.25905
C 2.86184 9.21307 5.34461
C 10.60899 -7.98246 9.67044
C -9.25165 5.03537 -10.63294
C -5.96512 5.06959 -4.52735
C 3.20546 1.51106 -0.77242
C 9.15229 -4.19656 3.96494
C -6.28973 0.71781 -4.33968
C 1.93181 6.91316 4.34485
C -10.46455 8.31540 -4.96106
C -3.81396 4.82321 -2.95946
C 0.31072 -0.51560 2.43407
C 1.81006 1.94504 -3.59348
C 2.03385 0.59986 -2.85054
C 3.35374 0.59869 -2.02470
C -0.51933 -2.21683 0.98680
C -4.33450 -4.65142 4.14356
C -4.74948 -10.03149 -0.53026
C -3.32866 -7.11883 4.01248
C 6.34267 5.78520 1.73440
C -0.16390 3.13255 -3.06201
C 0.07827 3.11084 -1.54579
C -0.86118 0.19361 2.15771
C -4.54369 2.04014 -0.23339
C -11.08550 5.88434 -5.88422
C 2.46188 0.80787 2.49200
C 9.72901 -9.32312 7.53033
C 3.82611 -5.35082 3.67841
C -3.31940 1.19042 -0.00939
C 3.95438 0.87131 0.44436
C 3.98351 5.87297 0.48153
C -1.82646 -0.31935 1.31164
C 8.21878 0.18015 -1.17936
C 7.43601 0.08755 -3.73259
C 1.35747 0.07592 3.33870
C -7.10218 4.80037 -9.06276
C 0.45556 -1.78165 1.81699
H -5.66009 -10.09574 0.06585
H 2.12769 -0.23974 0.55336
H -5.97650 -7.61459 0.21155
H -5.94570 1.70115 -4.01819
H -2.88312 -1.46569 -2.39275
H 8.41831 -0.88964 -1.24789
H -5.27167 1.56087 -0.89975
H 2.30467 1.84867 -4.57163
H 6.30312 6.87276 1.79072
H -6.08258 -1.84657 -5.56646
H 0.96655 3.69522 -1.27209
H 2.78750 9.58736 4.32312
H 8.31902 -4.57944 6.65512
H -5.04485 2.30250 0.70518
H 9.07174 0.74872 -1.55102
H 3.34298 0.92950 3.13725
H -6.42717 0.71701 -5.42085
H -6.89518 -2.00370 -3.98032
H 0.16393 2.06935 -1.21261
H 3.52453 2.54567 -0.95699
H -7.22747 0.47742 -3.83814
H 1.36993 -2.35569 2.04551
H 0.92970 0.84364 3.99381
H 8.33883 0.66224 -3.94090
H 0.36036 -5.75448 2.56682
H -8.81839 5.96114 -11.01238
H -6.66386 4.66195 -8.07610
H -11.19220 6.37017 -6.85435
H 4.14255 1.01659 -2.66380
H -3.54825 3.98377 -3.60105
H 1.90715 9.32609 5.85906
H 1.00648 7.09969 4.89069
H -3.74106 -7.24139 5.01511
H -6.74019 5.73428 -9.49303
H 9.63644 -9.42119 6.45010
H 8.02697 0.44806 -0.14162
H -10.33284 5.06393 -10.75554
H -4.23025 2.99377 -0.68796
H -5.05756 -4.94978 3.38363
H -4.71686 -6.39419 -0.09530
H -3.44145 5.75408 -3.38608
H 1.86335 -6.57963 2.08303
H -3.37583 4.67878 -1.97327
H -10.60781 8.64812 -5.98941
H -4.99545 -9.95584 -1.58965
H -2.48362 -7.79044 3.88020
H 8.73870 -9.20861 7.97218
H 9.56269 -7.95375 9.97581
H 4.53493 5.54992 -0.40280
H 6.74315 5.46848 0.77054
H 4.75467 0.24925 0.02107
H 1.29421 -6.66024 3.77790
H 6.97306 5.40395 2.53513
H 4.17556 -5.93458 2.82831
H 3.53157 -0.43623 -1.70331
H -5.33942 -2.81710 -4.27471
H -5.31532 -7.39623 -1.43654
H 4.38158 1.67149 1.06325
H 2.30574 2.77679 -3.07212
H 7.66204 -0.97900 -3.71719
H -0.36323 -3.18413 0.50806
H 11.13755 -7.13436 10.10159
H 9.16694 -3.72769 2.98245
H 6.69120 0.28881 -4.50080
H -7.04527 5.10092 -4.65400
H 3.62972 9.76770 5.88053
H 1.83520 -0.73582 3.90382
H 2.07943 1.77982 2.14834
H 1.91757 7.43444 3.38674
H -9.77280 8.98588 -4.45434
H -5.55990 4.21454 -5.07109
H -6.83406 3.95972 -9.70372
H -4.68517 -4.94182 5.13408
H -0.80567 3.53219 -1.05109
H 2.10571 -0.18502 -3.61983
H -12.01632 5.95825 -5.32113
H 2.94521 5.55318 0.40015
H 9.62795 -3.53618 4.68996
H -11.41664 8.30750 -4.43022
H 2.13613 1.51442 -0.49454
H 4.56103 -4.58699 3.91620
H 3.68072 -5.99604 4.54493
H 6.85553 -5.56868 6.45509
H 10.22332 -10.20691 7.93375
H 9.67683 -5.15110 3.92193
H 3.43353 -0.92134 1.56394
H -4.19664 -3.57145 4.10864
H -4.08373 -7.34142 3.26152
H 8.41053 -6.15547 5.82587
H 11.07543 -8.90895 10.00569
H 1.19517 0.37024 -2.17521
H -5.53284 5.99546 -4.90633
H 2.04446 5.84346 4.17564
H -8.84648 4.17924 -11.17351
H -4.14094 -10.91799 -0.36226
H -10.83467 4.83464 -6.03261
H 4.02296 6.95838 0.57615
*
```



[2]
A cluster of 7 separate species, C42H98 in total. Source: OMol25; level of theory: the ωB97M-V functional and the def2-TZVPD basis.

Results
Frontier orbital gap, eV: 11.44
HOMO, eV: -10.6
Total energy, eV: -45142.035
SMILES string: CCCCCC.CCCCCC.CCCCCC.CCCCCC.CCCCCC.CCCCCC.CCCCCC

ORCA input file:
```
! wB97M-V def2-TZVPD RIJCOSX def2/J DEFGRID3
* xyz 0 1
C -27.57707 4.32184 -3.39798
C -21.60152 6.28069 -8.81115
C -26.31535 5.07002 -3.94147
C -26.03768 6.41689 -3.36202
C -34.52193 13.40447 -3.07258
C -24.19442 3.25279 -6.73853
C -28.20429 11.89126 -8.13658
C -27.71952 13.28800 -8.50655
C -26.22744 5.63813 -8.85512
C -20.56171 5.71601 -9.83807
C -25.49293 10.04380 -12.26089
C -29.75157 7.84167 -6.92218
C -21.25112 5.87549 -7.32018
C -24.56011 9.73217 -9.92779
C -29.91658 8.79917 -5.74658
C -26.01693 13.47026 -6.64986
C -27.23355 6.51970 -9.59134
C -32.19576 10.38450 -2.09300
C -28.44213 6.82030 -8.77561
C -21.89171 4.44390 -7.06737
C -28.72851 3.94806 -5.60449
C -29.00789 12.49149 -2.94223
C -30.76987 14.13340 -5.96691
C -27.73008 12.02823 -3.61221
C -30.74346 8.24501 -2.14102
C -23.46054 4.57893 -6.96939
C -27.24545 14.13342 -7.35328
C -29.11118 11.31120 -9.23035
C -28.38787 7.72248 -7.62444
C -30.61849 15.53583 -6.59137
C -30.55991 11.91537 -9.14916
C -23.91000 8.76330 -7.68164
C -24.62568 6.82681 -3.78454
C -30.14474 12.58575 -4.01600
C -29.99752 13.97256 -4.62749
C -26.55699 10.74308 -13.12797
C -28.27614 3.33661 -4.26615
C -24.87348 9.70206 -8.40697
C -33.31824 11.17820 -2.76452
C -25.70331 10.33346 -10.72978
C -33.49630 12.58571 -2.29075
C -31.93078 9.07621 -2.73508
H -31.33714 11.08321 -2.24235
H -27.87466 4.52942 -5.92000
H -30.54836 13.39967 -6.69884
H -23.91423 2.58415 -7.62277
H -34.18146 13.56280 -4.11577
H -29.65795 15.72046 -7.04660
H -31.41456 15.74263 -7.25191
H -33.90886 12.59639 -1.27322
H -31.21375 11.53347 -9.95368
H -31.76004 9.24368 -3.79776
H -25.51987 4.33444 -3.76023
H -26.75923 7.19357 -3.78311
H -21.67944 6.60303 -6.59227
H -23.89450 4.97314 -7.86884
H -23.97958 7.81331 -8.14740
H -30.71088 16.30965 -5.76535
H -30.95126 11.75780 -8.14362
H -22.93047 9.16082 -7.87140
H -29.20428 11.74381 -2.13717
H -25.82648 6.23733 -8.04190
H -28.02502 8.72328 -7.96467
H -23.85836 6.10949 -3.50353
H -26.83502 11.78622 -12.97503
H -27.55322 12.60794 -4.53668
H -30.62551 8.35449 -5.10434
H -27.34408 11.20838 -8.00084
H -24.15673 8.77830 -6.63282
H -21.43563 3.93832 -6.24725
H -32.82503 8.48550 -2.69682
H -25.43905 5.16700 -9.41451
H -28.26224 5.11317 -3.05190
H -30.58071 13.03082 -9.26243
H -23.67484 5.31866 -6.14653
H -26.84744 4.90977 -8.46281
H -28.56764 13.75601 -9.00661
H -27.90545 10.96585 -3.86876
H -25.90938 9.30928 -8.23830
H -27.62686 2.47887 -4.48433
H -29.16972 2.99370 -3.64650
H -26.82091 12.11949 -2.94112
H -27.98279 14.38971 -6.53850
H -20.49086 4.63284 -9.78561
H -29.55640 4.60232 -5.40153
H -28.89086 13.46629 -2.38443
H -28.93973 5.90420 -8.51800
H -26.94157 13.07283 -9.28856
H -28.95550 8.80670 -5.15035
H -20.70119 5.99239 -10.91350
H -24.31364 8.72348 -10.22001
H -27.23684 3.82073 -2.47206
H -27.62168 5.99614 -10.46289
H -24.44681 10.42066 -12.51147
H -23.88748 2.75773 -5.87523
H -30.53967 7.38816 -2.84908
H -27.67288 7.38689 -6.88439
H -30.00463 11.81830 -4.78726
H -28.65528 11.42371 -10.20000
H -32.29725 10.31447 -1.01452
H -25.56516 14.12213 -5.85660
H -26.24645 12.47841 -6.20055
H -25.25270 3.38618 -6.76806
H -34.26670 10.66207 -2.54514
H -31.06306 7.86178 -1.18092
H -25.30710 13.34589 -7.45948
H -22.65157 5.95589 -9.03176
H -26.35758 10.59553 -14.22513
H -31.81834 13.91307 -5.82250
H -26.65807 10.01326 -10.26503
H -31.10769 12.31676 -3.66726
H -35.40139 12.77738 -3.06336
H -21.68695 3.76994 -7.84817
H -25.68403 11.44529 -10.52623
H -20.16822 5.85922 -7.20393
H -26.39992 5.16133 -5.02767
H -29.78337 8.79635 -2.17546
H -29.12612 7.34284 -9.50889
H -30.17731 9.80420 -5.89795
H -21.57324 7.33320 -8.86022
H -24.56195 6.84186 -4.87691
H -27.50713 10.21610 -12.96957
H -30.51560 8.08208 -7.68091
H -30.33936 14.63188 -3.86582
H -34.73468 14.42054 -2.73169
H -24.74933 10.73268 -7.98700
H -29.15401 10.28027 -9.02553
H -26.30497 6.43992 -2.29211
H -24.39474 7.83048 -3.40404
H -29.95235 6.85593 -6.52585
H -25.48943 8.95749 -12.31016
H -26.77692 7.44163 -9.90364
H -33.15782 11.33761 -3.87388
H -23.59965 10.27883 -10.08506
H -32.52116 13.01920 -2.24274
H -27.05807 15.13360 -7.72398
H -19.52982 5.98423 -9.51997
H -29.15937 3.32156 -6.39744
H -28.70766 11.87266 -7.15849
H -28.95783 14.24723 -4.69546
*
```



Summary of strongest force on any atom in eV/Å
2.8, 3.1
(order as listed above)
Summary of lowest unoccupied orbital energy in eV
-2.8890, 0.8181
(order as listed above)